# 1
The following is a DFT calculation (wB97M-V/def2-TZVPD) of a 2-piece molecular cluster, CH3BrS overall.

Values from the calculation:
frontier orbital gap = 0.31407 Eh
LUMO level = -0.40 eV
max |F| = 0.5 eV/A

Structure (ORCA input):
```
! RIJCOSX wB97M-V def2-TZVPD def2/J DEFGRID3
* xyz 0 1
H -3.930 -0.484 1.347
Br -4.347 -0.258 0.027
H 2.693 -0.546 0.287
C 2.145 0.106 -0.383
H 2.335 -0.017 -1.441
S 1.105 1.198 0.163
*
```

# 2
The following is a DFT calculation (wB97M-V/def2-TZVPD) of C4H5Cl2F as an isolated structure.

Values from the calculation:
frontier orbital gap (alpha / beta) = 0.27114 / 0.28758 Eh
LUMO level (alpha / beta) = -1.09 / -1.07 eV
max |F| = 3.3 eV/A

Structure (ORCA input):
```
! RIJCOSX wB97M-V def2-TZVPD def2/J DEFGRID3
* xyz 0 1
H 2.225 -0.623 0.949
F -0.431 1.671 -1.100
C 0.786 -0.296 -0.582
H 0.722 -1.466 -0.479
H 1.658 -0.012 -1.341
C 1.425 0.066 0.816
H 0.638 0.062 1.614
C -0.490 0.355 -1.102
Cl -2.889 -1.668 -0.144
Cl -3.338 0.988 0.269
H 1.830 1.133 0.830
C -2.136 -0.210 0.270
*
```

# 3
The following is a DFT calculation (wB97M-V/def2-TZVPD) of a 9-piece molecular cluster, C18H59B2O7 overall.

Values from the calculation:
frontier orbital gap (alpha / beta) = 0.05504 / 0.31526 Eh
<S²> = 0.7504
LUMO level (alpha / beta) = 4.46 / 4.37 eV
max |F| = 4.5 eV/A

Structure (ORCA input):
```
! RIJCOSX wB97M-V def2-TZVPD def2/J DEFGRID3
* xyz -2 2
H -3.308 3.215 0.172
H -1.534 2.348 -1.090
H -3.445 -2.532 3.126
C 3.509 -3.126 -3.918
H 0.026 -4.245 0.387
C 0.271 4.803 0.676
H 0.714 3.521 2.238
C -3.457 -0.559 2.241
H 1.496 -4.416 -3.701
H -3.209 -1.215 4.255
H 4.943 -1.875 1.550
H -4.451 4.340 -0.646
H 5.476 -0.363 1.008
H -1.811 -3.878 2.856
C 3.150 -4.169 -2.871
O 2.238 -4.978 -3.463
C -0.807 -3.795 0.927
H -1.831 -5.445 2.055
H -3.906 4.980 -3.147
O -2.074 -0.480 2.203
H -3.410 3.367 -3.679
H -5.231 0.599 2.375
H 3.209 4.996 1.072
C -2.575 3.878 -1.713
H 2.611 -1.350 1.402
H -2.315 4.753 -3.661
O -1.781 2.744 -1.928
H -1.767 0.141 1.538
H -4.067 1.389 1.399
H 4.133 -3.554 -4.703
H -1.230 0.387 0.253
H 2.622 -2.630 -4.311
C -3.777 -1.525 3.378
H -2.636 -4.437 -0.276
H -3.697 -1.055 1.300
C 4.689 -1.096 0.831
H 0.761 5.192 -0.216
O 0.507 -0.796 -0.751
C -3.104 4.243 -3.108
H 0.473 -0.871 -1.708
C -2.009 -3.577 -0.040
H 3.465 -0.145 3.220
H 4.190 -2.352 -3.565
H -2.031 4.731 -1.307
H -0.209 -0.707 -4.481
H 3.062 4.112 2.634
C 2.553 4.741 1.904
H 4.167 1.129 2.121
H -1.610 -3.166 -0.967
H -0.565 4.157 0.404
H -0.406 -4.907 2.779
C 2.551 -3.648 -1.545
H 2.173 5.667 2.337
O 2.865 0.125 -0.054
H -4.833 -1.558 3.645
H -0.162 5.622 1.250
H 3.108 -2.804 -1.137
H 1.397 -0.566 -0.477
H 2.549 -4.404 -0.760
H 0.978 2.568 0.364
C 3.296 -0.554 1.110
C -3.738 3.526 -0.780
H -3.836 1.511 3.040
H 1.114 -1.146 -3.438
H 1.558 -3.247 -1.745
C -1.247 -4.535 2.194
C 1.285 4.006 1.446
C -4.159 0.780 2.299
H -0.952 -2.148 1.839
H 3.413 0.896 -0.219
H 2.399 0.932 2.471
O 1.782 3.057 0.554
B -0.686 1.291 0.480
H 3.988 -4.807 -2.587
H 4.857 -1.561 -0.141
H -0.159 1.183 1.415
H -0.082 -0.112 -0.424
B 0.131 -0.702 -3.457
O -0.255 -2.636 1.395
H 0.258 0.255 -2.974
H -2.681 -2.831 0.384
H -4.207 2.622 -1.168
H -1.446 2.046 0.606
H -0.547 -1.342 -2.914
C 3.351 0.429 2.301
H -0.073 1.568 -0.364
*
```

# 4
The following is a DFT calculation (wB97M-V/def2-TZVPD) of C3H7ClLiO5 as an isolated structure.

Values from the calculation:
frontier orbital gap = 0.19848 Eh
LUMO level = 8.03 eV
max |F| = 1.1 eV/A

Structure (ORCA input):
```
! RIJCOSX wB97M-V def2-TZVPD def2/J DEFGRID3
* xyz -3 1
C -0.670 -0.933 -3.261
O -1.739 0.846 0.708
C -2.109 0.222 1.729
O -1.090 -0.367 2.456
H -0.300 -0.349 1.878
Cl 0.300 3.252 -1.155
Li -0.020 0.942 -0.684
H -0.936 -2.033 -3.251
H -0.069 -0.831 -4.228
O 1.551 -0.618 0.946
H 3.063 0.708 1.379
O -0.014 -0.485 -2.190
O -3.280 0.072 2.172
H 2.895 -0.688 2.524
H -1.629 -0.395 -3.515
H 1.732 0.619 2.628
C 2.315 0.036 1.865
*
```

# 5
The following is a DFT calculation (wB97M-V/def2-TZVPD) of a 5-piece molecular cluster, C40H61BClF12INO12 overall.

Values from the calculation:
frontier orbital gap = 0.31832 Eh
LUMO level = -2.72 eV
max |F| = 4.9 eV/A

Structure (ORCA input):
```
! RIJCOSX wB97M-V def2-TZVPD def2/J DEFGRID3
* xyz 1 1
H -3.062 1.801 2.145
O -4.932 -4.633 -7.357
H 0.457 0.506 4.602
C -1.663 0.869 -0.390
H 4.731 -3.046 4.827
H 5.830 -3.143 2.180
O -4.661 7.827 -3.511
H -3.956 -6.384 -6.757
H -3.739 1.881 -0.139
H -1.713 -1.155 6.273
H -3.043 4.261 -4.305
H 3.774 2.007 2.986
C -5.361 0.353 -3.900
C 2.247 -6.474 0.381
C -1.673 -1.083 3.966
C 8.133 3.520 6.900
O 6.890 3.361 7.403
H -3.211 -5.397 -4.558
F -5.727 -4.193 -10.147
H 0.816 0.581 6.400
F 10.285 2.479 6.965
H -4.240 0.223 -8.294
C -5.794 1.433 -7.415
O -5.639 5.888 -2.894
H -2.563 0.413 -2.398
I 5.691 -3.226 -0.845
H 3.202 1.264 5.955
H 2.705 -5.297 2.223
H 3.001 -4.509 -1.389
F -6.610 0.366 -3.394
H 1.713 -6.418 -0.621
H 1.491 1.842 1.122
H 2.803 0.903 -0.798
C 2.158 -5.099 1.247
H -6.028 2.483 -7.219
C -4.465 1.279 -8.128
C -2.683 2.135 -0.483
H 0.999 0.713 2.475
C 3.527 0.429 -0.044
F -3.902 -3.061 -10.352
H 1.579 -1.433 -0.959
H 5.177 -1.346 1.048
C -1.637 0.208 1.067
H 4.338 1.233 0.155
H 2.439 3.321 2.596
C -6.229 7.813 -1.656
H -3.648 1.690 -7.531
C -3.519 -4.757 -5.387
F 9.426 3.080 8.852
H 4.519 4.187 5.152
H 0.819 -0.057 -0.100
C -0.840 -1.089 1.340
O 2.121 2.215 4.331
H 1.729 -1.450 2.110
C 3.664 -2.731 2.553
C 2.583 1.003 5.026
H 1.829 -7.303 1.067
C 4.934 -3.710 2.638
O 4.198 -0.695 -0.676
H 3.938 -1.808 3.166
C 9.122 2.610 7.625
H -6.596 1.038 -8.042
C 2.659 2.260 2.988
C 1.228 0.179 5.397
H -2.268 2.896 0.287
H -0.931 -0.373 -2.090
H -5.514 4.297 -4.164
C -3.541 4.848 -3.531
H 4.796 -4.734 2.164
H 1.035 -4.972 1.504
F -6.212 7.052 -0.541
N 2.184 -1.260 1.184
H 3.375 -6.705 0.290
B 2.602 -3.775 0.430
H 5.008 2.571 5.707
H -2.636 2.658 -1.498
H -0.746 -2.572 5.415
C -4.774 -3.543 -9.448
H -0.293 -2.667 2.993
H -3.082 0.703 4.516
C 4.478 -1.781 0.232
C 3.204 -2.377 1.021
O -0.082 -1.833 0.385
H 3.755 0.031 2.116
F -5.800 9.033 -1.290
F -7.526 7.951 -2.004
C -5.235 1.252 -5.127
H -4.016 -3.870 -4.985
H 5.063 4.250 7.568
O -4.728 2.347 -5.141
C -1.954 -0.166 -1.589
C 2.867 0.092 1.377
H 1.388 -0.954 5.410
C 1.176 -1.145 0.086
H 6.134 3.555 4.785
C 5.871 4.197 6.835
C -2.464 0.218 3.697
C 5.349 3.597 5.544
C 1.923 1.224 2.001
C -4.444 -5.506 -6.326
C -2.429 0.847 2.255
C -4.950 5.207 -3.956
F 8.641 1.361 7.803
C -4.112 -4.449 -8.413
H 5.178 -4.891 4.629
C 5.314 -3.838 4.223
C -5.400 7.212 -2.788
F -5.375 -2.471 -8.890
O -3.028 -4.959 -8.527
F -4.538 0.719 -2.896
H -4.955 5.805 -4.872
H 3.159 0.324 4.288
O 8.415 4.297 6.026
O 2.351 -3.868 -1.013
H -2.461 -1.133 -1.263
Cl 7.099 -3.335 4.413
H -0.619 1.332 -0.592
H -3.557 4.271 -2.603
C -1.645 -1.865 5.381
O -5.805 0.668 -6.198
H -5.317 -5.861 -5.776
H -2.947 5.745 -3.340
F -5.077 -0.938 -4.170
C -0.882 -1.696 2.790
H -2.623 -4.412 -5.909
H -4.483 1.793 -9.091
H 6.238 5.216 6.687
H -2.577 -2.544 5.373
H 2.803 -3.233 3.146
*
```

# 6
The following is a DFT calculation (wB97M-V/def2-TZVPD) of C23H43ClF3N3NbO as an isolated structure.

Values from the calculation:
frontier orbital gap = 0.29038 Eh
LUMO level = 2.73 eV
max |F| = 1.3 eV/A

Structure (ORCA input):
```
! RIJCOSX wB97M-V def2-TZVPD def2/J DEFGRID3
* xyz -1 1
H -0.619 -0.436 2.428
H -3.473 -2.722 -1.572
C 0.404 -4.160 -3.357
H -0.055 1.777 4.431
H 1.716 -1.022 3.901
H -3.923 1.624 2.659
H -1.505 4.756 0.214
O -1.979 -2.730 -3.646
N 1.395 -4.269 -0.325
C -2.108 1.524 3.785
H -1.196 -6.555 -2.281
H 0.301 -2.015 -3.330
H 2.344 -2.598 1.805
H 1.182 8.574 1.306
H -3.110 -4.447 -1.281
C -2.494 2.933 1.682
H -2.593 0.799 1.824
H -1.958 4.018 -1.323
C 2.598 5.992 -0.132
C 2.631 7.326 0.131
H 0.608 3.797 1.283
H 1.821 0.716 3.550
H -0.117 -1.879 -0.708
H 1.195 0.159 1.163
C 1.072 4.065 0.331
C 1.570 -1.957 1.362
N 1.486 5.449 0.438
H 1.973 3.463 0.225
C -2.737 -5.976 -3.649
C 0.112 3.798 -0.829
C -1.841 -3.506 -2.721
H -3.489 -5.873 -2.870
H 0.331 2.821 -1.262
H -2.027 -3.235 -0.633
H -2.512 0.666 4.328
Nb 1.639 -2.354 -0.858
Cl 2.197 -0.082 -1.508
H 1.525 -4.434 0.666
F 4.705 -2.042 -0.248
C 1.783 -0.507 1.797
C -1.358 3.878 -0.424
H 2.842 -0.268 1.693
C -2.683 -3.462 -1.473
H -2.530 2.070 -0.267
H -2.293 2.421 4.383
N -0.854 -4.524 -2.704
C 3.965 -2.746 -1.176
H -0.105 6.252 1.606
H 3.393 8.018 -0.184
H 3.281 5.382 -0.699
H -0.580 -0.723 4.152
H -0.635 -6.210 -3.900
C 0.811 6.449 1.073
H -2.862 -6.974 -4.073
H -3.389 3.530 1.492
H -0.954 1.985 0.513
H 0.602 -2.297 1.751
C -0.600 1.353 3.584
H 1.910 -2.674 -3.518
F 4.411 -4.049 -1.006
F 4.519 -2.388 -2.380
H -1.824 3.542 2.299
C -1.822 2.630 0.346
H -0.312 1.913 2.689
C -1.313 -5.860 -3.120
H -2.930 -5.261 -4.448
C 1.359 -0.227 3.242
H 0.303 -4.245 -4.453
H 0.323 4.537 -1.606
C 1.482 7.620 0.907
H 1.914 -4.964 -0.853
C -0.165 -0.090 3.363
H 1.130 -4.928 -3.067
C -2.852 1.653 2.455
C 0.963 -2.802 -2.973
*
```

# 7
The following is a DFT calculation (wB97M-V/def2-TZVPD) of C28H21LuN6O8 as an isolated structure.

Values from the calculation:
frontier orbital gap = 0.20753 Eh
LUMO level = -1.24 eV
max |F| = 2.8 eV/A

Structure (ORCA input):
```
! RIJCOSX wB97M-V def2-TZVPD def2/J DEFGRID3
* xyz 0 1
C -2.780 1.764 -3.017
C -3.551 2.390 -0.761
C -4.447 3.019 0.165
C 2.967 -0.504 -2.458
C 3.210 -1.576 -3.327
C -4.316 -3.192 0.645
H -4.861 -5.105 1.317
C -2.102 1.807 1.134
N 1.174 -0.472 2.219
C -2.422 1.762 -0.271
O 5.970 2.020 -4.895
C -1.693 1.153 -2.403
C -0.443 2.576 3.517
C 0.334 2.793 4.666
O 4.873 2.906 -3.237
C -2.793 -3.580 0.593
H -4.676 2.832 -2.595
H 2.581 -2.521 -3.383
H -2.939 2.289 3.073
C 5.113 -0.483 -4.366
C 2.755 -0.063 4.438
C 3.798 0.577 -2.614
H 3.619 1.470 -1.956
H -0.928 0.621 -2.941
Lu -0.156 -0.409 0.122
H 3.406 0.082 5.259
O -0.628 -2.464 0.940
N -1.491 1.157 -1.087
H 4.056 -1.548 3.571
H -2.461 -4.136 1.455
C 1.827 -0.586 -1.522
H 5.928 -0.406 -5.047
H -4.689 -3.086 -0.408
C -3.068 2.326 1.979
N -0.958 1.179 1.569
C 2.198 -1.295 2.504
O -2.216 -1.325 -0.072
O 5.415 -2.676 -5.804
H -2.751 1.883 -4.095
O 4.102 -3.847 -4.451
H 1.975 2.102 5.865
C 4.302 -1.621 -4.175
O 0.730 -1.212 -1.815
C -4.179 2.957 1.507
C 3.126 -1.013 3.536
C 1.571 0.745 4.266
C 1.331 1.881 5.003
O 1.903 0.100 -0.434
H 2.288 -2.193 1.876
H -4.416 -2.153 1.020
H -1.283 3.206 3.235
C -3.744 2.414 -2.165
N -5.050 -4.098 1.514
H -5.370 3.475 -0.207
H -4.847 3.419 2.189
C 4.732 0.654 -3.623
H -2.608 -4.316 -0.285
N 4.600 -2.821 -4.880
N 5.205 1.984 -3.972
H -6.084 -3.995 1.531
C -1.853 -2.423 0.479
C 0.821 0.506 3.079
H 0.146 3.663 5.268
C -0.256 1.410 2.733
*
```

# 8
The following is a DFT calculation (wB97M-V/def2-TZVPD) of H3INO2P as an isolated structure.

Values from the calculation:
frontier orbital gap = 0.32257 Eh
LUMO level = -0.48 eV
max |F| = 3.9 eV/A

Structure (ORCA input):
```
! RIJCOSX wB97M-V def2-TZVPD def2/J DEFGRID3
* xyz 0 1
N -1.613 0.806 0.214
P -0.488 0.647 -0.973
H 1.566 1.562 -0.276
H 0.698 -1.855 -1.204
H -1.271 1.022 1.115
I -3.459 -0.004 0.038
O 0.644 1.589 -0.066
O 0.151 -1.332 -0.482
*
```

# 9
The following is a DFT calculation (wB97M-V/def2-TZVPD) of one molecule with the formula C5H3N4P.

Values from the calculation:
frontier orbital gap (alpha / beta) = 0.25619 / 0.27563 Eh
LUMO level (alpha / beta) = -2.90 / -2.15 eV
max |F| = 4.6 eV/A

Structure (ORCA input):
```
! RIJCOSX wB97M-V def2-TZVPD def2/J DEFGRID3
* xyz 0 1
C -0.626 1.131 -1.260
C -0.289 0.073 -0.550
C -0.618 2.428 -1.568
C -1.226 -1.032 -0.928
N 1.967 2.115 0.776
N -1.970 -1.798 -1.353
N -0.838 3.473 -2.000
N 0.395 -0.196 0.623
H -0.476 -2.019 0.681
P 1.592 0.871 1.480
C 0.385 -1.528 1.110
H 1.342 -2.154 0.725
H 0.363 -1.364 2.265
*
```

# 10
The following is a DFT calculation (wB97M-V/def2-TZVPD) of C14H8ErF5N3S3 as an isolated structure.

Values from the calculation:
frontier orbital gap (alpha / beta) = 0.22976 / 0.23027 Eh
<S²> = 3.7525
LUMO level (alpha / beta) = -5.28 / -5.27 eV
max |F| = 4.8 eV/A

Structure (ORCA input):
```
! RIJCOSX wB97M-V def2-TZVPD def2/J DEFGRID3
* xyz 1 4
C 2.898 1.870 2.696
C 1.323 1.650 -4.743
S -0.810 1.633 -1.223
H 2.386 2.773 4.500
C 1.491 0.297 -2.361
H 3.839 2.366 2.583
F 1.206 2.331 -5.957
H 2.969 0.880 0.717
Er -0.121 -0.378 0.080
C 0.860 1.385 3.993
H -4.621 -3.710 -0.812
C 0.509 1.294 -2.387
H -5.689 -2.496 -0.139
F -0.475 2.844 -3.924
C 0.457 0.472 2.955
C -0.620 -0.409 3.072
H -5.981 -4.205 0.226
S -4.212 -3.308 1.515
C 2.349 -0.034 -3.378
C 2.241 0.636 -4.613
F 1.600 -0.659 -1.248
C 0.498 1.957 -3.660
C -5.221 -3.419 0.048
F 3.226 -1.074 -3.305
H 0.317 1.430 4.917
F 3.066 0.309 -5.643
C 2.443 1.038 1.689
S -1.929 -2.325 -0.499
H -1.123 -0.467 4.047
C -2.736 -2.381 1.084
N 1.244 0.390 1.796
C 2.059 2.035 3.824
N -2.314 -1.705 2.150
N -1.130 -1.021 1.997
*
```

# 11
The following is a DFT calculation (wB97M-V/def2-TZVPD) of BrFHN as an isolated structure.

Values from the calculation:
frontier orbital gap = 0.36060 Eh
LUMO level = -0.20 eV
max |F| = 5.2 eV/A

Structure (ORCA input):
```
! RIJCOSX wB97M-V def2-TZVPD def2/J DEFGRID3
* xyz 0 1
N 0.471 0.601 -0.866
Br 1.486 -0.694 -1.764
F -0.614 0.951 -1.623
H -0.018 -0.086 0.171
*
```

Question: Number 8 is which compound?
Answer: H3INO2P